{
  "formula": "C39H39AsCsN3O2S",
  "method": "ωB97M-V/def2-TZVPD",
  "elements": ["Cs", "C", "N", "C", "C", "C", "N", "C", "C", "C", "C", "C", "C", "C", "O", "C", "C", "C", "N", "C", "C", "C", "C", "C", "C", "C", "O", "H", "H", "H", "H", "H", "H", "H", "H", "H", "H", "H", "H", "H", "H", "H", "H", "H", "H", "H", "H", "H", "H", "H", "H", "H", "S", "C", "C", "C", "C", "C", "C", "As", "C", "C", "C", "C", "C", "C", "C", "C", "C", "C", "C", "C", "H", "H", "H", "H", "H", "H", "H", "H", "H", "H", "H", "H", "H", "H"],
  "positions_angstrom": [[0.084, -0.085, -0.384], [-0.360, -0.501, 3.173], [-1.553, 0.109, 2.593], [-2.762, -0.576, 3.020], [-2.912, -2.042, 2.600], [-2.696, -2.291, 1.102], [-1.300, -2.562, 0.860], [-0.956, -3.462, 0.034], [0.393, -3.809, -0.400], [0.480, -4.885, -1.302], [1.664, -5.370, -1.806], [2.856, -4.745, -1.386], [2.827, -3.693, -0.514], [1.605, -3.135, 0.031], [1.648, -2.142, 0.803], [-1.625, 1.527, 2.958], [-2.540, 2.411, 2.094], [-1.846, 3.114, 0.915], [-1.909, 2.321, -0.292], [-2.058, 2.909, -1.406], [-2.066, 2.359, -2.765], [-2.139, 3.324, -3.783], [-2.143, 3.031, -5.128], [-2.070, 1.674, -5.495], [-2.008, 0.695, -4.541], [-2.005, 0.956, -3.119], [-1.976, -0.008, -2.302], [-0.388, -0.476, 4.279], [0.528, 0.044, 2.848], [-0.254, -1.525, 2.820], [-3.614, -0.026, 2.612], [-2.853, -0.522, 4.125], [-3.928, -2.335, 2.884], [-2.225, -2.681, 3.160], [-2.973, -1.366, 0.581], [-3.340, -3.110, 0.743], [-1.738, -4.077, -0.450], [-0.449, -5.355, -1.616], [1.675, -6.195, -2.507], [3.811, -5.099, -1.764], [3.742, -3.204, -0.197], [-0.610, 1.930, 2.909], [-1.933, 1.610, 4.018], [-2.971, 3.174, 2.748], [-3.372, 1.826, 1.694], [-0.790, 3.264, 1.171], [-2.278, 4.118, 0.771], [-2.213, 4.004, -1.394], [-2.181, 4.368, -3.481], [-2.185, 3.817, -5.871], [-2.062, 1.400, -6.546], [-1.953, -0.350, -4.825], [1.743, 3.392, -0.618], [3.424, 3.798, -0.477], [3.997, 4.820, -1.267], [5.327, 5.175, -1.160], [6.164, 4.520, -0.257], [5.631, 3.507, 0.527], [4.287, 3.144, 0.437], [3.520, 1.615, 1.395], [5.126, 1.155, 2.471], [5.629, 1.978, 3.481], [6.742, 1.600, 4.219], [7.371, 0.385, 3.957], [6.875, -0.443, 2.962], [5.757, -0.059, 2.230], [2.578, 2.506, 2.867], [2.133, 3.822, 2.809], [1.395, 4.362, 3.858], [1.098, 3.597, 4.979], [1.545, 2.282, 5.048], [2.274, 1.746, 3.997], [3.349, 5.322, -1.975], [5.726, 5.966, -1.788], [7.210, 4.789, -0.170], [6.286, 2.989, 1.216], [5.142, 2.924, 3.687], [7.121, 2.250, 4.999], [8.238, 0.085, 4.533], [7.356, -1.394, 2.763], [5.353, -0.714, 1.465], [2.337, 4.418, 1.928], [1.040, 5.384, 3.789], [0.512, 4.016, 5.789], [1.310, 1.672, 5.912], [2.610, 0.715, 4.048]],
  "forces_ev_per_a": [[0.195, 0.434, -0.026], [-0.135, -0.005, -0.068], [0.042, 0.042, 0.013], [-0.012, -0.028, -0.020], [0.040, 0.095, -0.018], [0.102, 0.013, 0.229], [0.288, 0.253, -0.066], [-0.091, -0.094, -0.056], [-0.013, -0.075, -0.004], [-0.104, 0.030, 0.040], [0.161, 0.047, 0.030], [-0.172, -0.056, -0.025], [-0.029, 0.107, 0.045], [0.127, -0.196, 0.035], [-0.002, -0.311, 0.110], [0.014, -0.048, -0.037], [0.086, -0.059, -0.053], [-0.034, -0.089, 0.037], [0.204, -0.507, -0.003], [-0.178, 0.211, -0.063], [-0.006, 0.060, 0.081], [-0.003, 0.088, 0.094], [0.004, -0.192, -0.063], [-0.011, 0.193, 0.087], [0.011, -0.072, 0.029], [-0.200, -0.082, -0.116], [-0.083, 0.237, -0.048], [-0.001, 0.003, 0.022], [-0.053, -0.002, -0.008], [0.004, 0.015, -0.007], [0.008, 0.003, -0.004], [-0.007, 0.024, 0.026], [-0.001, -0.036, 0.005], [-0.013, 0.000, 0.012], [-0.003, -0.148, -0.200], [-0.043, 0.025, -0.048], [-0.034, 0.023, 0.006], [-0.023, 0.033, 0.027], [0.021, 0.001, 0.002], [0.014, -0.004, -0.001], [-0.002, -0.008, -0.005], [0.018, 0.011, -0.004], [0.007, -0.009, 0.041], [0.001, 0.019, 0.008], [-0.024, 0.026, 0.037], [0.017, 0.049, -0.056], [-0.046, 0.007, -0.076], [0.082, 0.020, -0.043], [0.007, -0.021, 0.037], [0.002, -0.002, -0.010], [0.001, -0.019, -0.008], [0.000, -0.004, 0.024], [0.028, -0.113, 0.103], [0.038, -0.002, 0.052], [-0.023, -0.006, 0.020], [0.006, -0.037, 0.030], [-0.062, 0.030, -0.043], [-0.065, -0.065, 0.020], [0.005, 0.040, -0.017], [0.093, 0.120, -0.247], [-0.152, 0.126, 0.172], [0.048, -0.094, 0.005], [-0.010, -0.054, -0.049], [-0.051, 0.051, -0.013], [0.049, 0.022, 0.047], [-0.050, -0.043, -0.087], [-0.036, -0.002, 0.150], [-0.034, 0.080, -0.022], [0.012, -0.052, 0.021], [0.042, -0.051, -0.053], [-0.024, 0.094, 0.003], [0.059, 0.000, -0.066], [0.010, 0.007, 0.001], [-0.023, 0.006, -0.012], [0.008, -0.002, 0.002], [-0.001, -0.015, 0.009], [0.000, 0.006, 0.008], [0.001, 0.005, 0.004], [0.006, 0.005, 0.006], [-0.024, -0.007, -0.024], [0.028, -0.025, 0.014], [-0.005, -0.025, 0.003], [0.005, 0.005, -0.003], [-0.002, 0.009, 0.002], [0.005, -0.012, -0.002], [-0.013, -0.004, 0.024]],
  "lowdin_charge": [1.02, -0.11, -0.22, -0.23, -0.18, -0.24, -0.04, -0.16, -0.16, -0.10, -0.15, -0.14, -0.04, -0.47, -0.24, -0.21, -0.16, -0.25, -0.03, -0.15, -0.14, -0.10, -0.15, -0.14, -0.05, -0.45, -0.27, 0.09, 0.06, 0.06, 0.11, 0.11, 0.10, 0.10, 0.12, 0.10, 0.11, 0.09, 0.07, 0.08, 0.09, 0.10, 0.11, 0.10, 0.10, 0.08, 0.10, 0.11, 0.09, 0.07, 0.08, 0.09, 0.43, -0.81, -0.15, -0.13, -0.14, -0.13, -0.43, 1.31, -0.40, -0.13, -0.10, -0.12, -0.11, -0.12, -0.41, -0.12, -0.10, -0.12, -0.11, -0.15, 0.08, 0.08, 0.08, 0.08, 0.11, 0.09, 0.09, 0.09, 0.09, 0.07, 0.09, 0.09, 0.09, 0.10],
  "homo_lumo_gap_ev": 5.58,
  "e_homo_ev": -1.79,
  "charge": -2
}